*P*
C3H11NO4 as an isolated structure. Source: the Open Molecules 2025 dataset; level of theory: ωB97M-V/def2-TZVPD.

XYZ file:
```
19
Properties=species:S:1:pos:R:3
O 1.449 1.763 0.466
O -0.552 3.479 -0.199
O 0.399 0.222 -1.136
O -1.745 0.491 -0.829
N -0.053 -1.140 1.519
C 0.220 -2.306 -0.765
C -0.632 -1.531 0.219
C -0.694 -0.195 -0.556
H -0.616 2.863 -0.941
H 1.234 0.885 -0.450
H 0.638 2.353 0.253
H -1.478 3.707 -0.069
H -0.324 -1.704 2.301
H -0.371 -2.479 -1.642
H -1.586 -1.975 0.457
H 1.207 1.483 1.419
H 1.007 -1.079 1.441
H 0.730 -3.166 -0.372
H 1.170 -1.670 -1.115
```

Values from the calculation:
- 2S+1 = 1
- charge = 0
- HOMO-LUMO gap (eV) = 9.42

These are the Löwdin partial charges, in e, on atoms 1 to 4: 0.0017, -0.0364, -0.0977, -0.0088

*Q*
A 3-piece molecular cluster, C3H11NO4 overall. Source: the Open Molecules 2025 dataset; level of theory: ωB97M-V/def2-TZVPD.

XYZ file:
```
19
Properties=species:S:1:pos:R:3
O -1.838 0.604 0.358
O -1.895 0.192 -1.888
O -0.622 -2.153 2.465
O 0.232 -1.927 -2.839
N 0.943 0.557 0.060
C -1.365 0.588 -0.898
C 0.939 1.084 1.392
C 0.107 1.186 -0.963
H 0.476 1.012 -1.969
H 1.811 0.455 -0.438
H 1.770 1.662 1.834
H -0.041 2.257 -0.716
H 1.055 0.250 2.098
H -0.913 -1.278 2.191
H 0.304 -2.172 2.205
H 0.035 1.642 1.640
H 0.527 -1.642 -1.957
H 1.075 -2.346 -3.010
H -2.598 0.027 0.433
```

Values from the calculation:
- 2S+1 = 1
- charge = 0
- HOMO-LUMO gap (eV) = 9.60

These are the Löwdin partial charges, in e, on atoms 1 to 4: 0.0985, 0.1230, -0.0563, -0.0534

What should be chosen as the least stable of them? Choose *P*.

*P*
A 3-piece molecular cluster, C3H11NO4 overall. Source: the Open Molecules 2025 dataset; level of theory: ωB97M-V/def2-TZVPD.

XYZ file:
```
19
Properties=species:S:1:pos:R:3
O 5.458 3.747 2.030
O -2.026 0.457 1.436
O 1.829 0.748 -1.587
O -4.715 -3.220 -0.852
N -0.260 -0.127 -0.977
C -0.457 -0.725 0.318
C -1.895 -0.557 0.773
C 0.531 1.074 -1.184
H -0.364 -0.754 -1.746
H 2.339 -0.020 -1.329
H 0.267 -0.353 1.081
H -2.677 -1.250 0.553
H 6.329 3.271 1.948
H 0.483 1.620 -0.236
H -0.127 -1.877 0.351
H -4.674 -3.963 -0.250
H 0.203 1.670 -2.032
H -5.595 -3.096 -1.211
H 5.353 3.357 2.913
```

Values from the calculation:
- 2S+1 = 1
- charge = 0
- HOMO-LUMO gap (eV) = 9.37

These are the Löwdin partial charges, in e, on atoms 1 to 4: -0.0860, 0.0304, -0.0638, -0.0580

*Q*
A 3-piece molecular cluster, C3H11NO4 overall. Source: the Open Molecules 2025 dataset; level of theory: ωB97M-V/def2-TZVPD.

XYZ file:
```
19
Properties=species:S:1:pos:R:3
O 1.151 -0.900 0.851
O -1.776 -2.168 0.187
O 1.494 0.735 -0.685
O 3.209 -1.007 -0.569
N -2.068 0.421 -0.317
C 0.639 0.071 0.113
C -1.223 1.485 -0.106
C -0.220 1.034 0.910
H -2.015 -2.715 -0.566
H -1.733 2.419 0.200
H 2.361 0.107 -0.745
H 3.896 -1.039 0.108
H -0.593 1.728 -0.990
H -0.739 0.552 1.726
H -2.713 0.491 -1.102
H -2.053 -1.259 -0.041
H 0.463 1.753 1.362
H -0.076 -0.524 -0.618
H 1.997 -1.185 0.281
```

Values from the calculation:
- 2S+1 = 1
- charge = 0
- HOMO-LUMO gap (eV) = 5.30

These are the Löwdin partial charges, in e, on atoms 1 to 4: 0.0961, -0.0868, 0.0636, -0.2822

What should be chosen as the least stable of them? Choose *Q*.

*P*
C3H11NO4 as an isolated structure. Source: the Open Molecules 2025 dataset; level of theory: ωB97M-V/def2-TZVPD.

XYZ file:
```
19
Properties=species:S:1:pos:R:3
O -2.573 0.571 -0.003
O -1.878 -1.680 0.135
O 2.416 -0.776 0.341
O 0.462 -1.022 1.337
N 0.506 -0.387 -0.933
C 1.183 -1.220 0.092
C 0.202 0.956 -0.370
C 1.410 1.761 0.246
H -0.401 -1.491 1.223
H 0.883 -2.274 -0.167
H 2.208 1.724 -0.507
H -0.412 0.780 0.478
H 1.129 -0.280 -1.742
H 1.090 2.731 0.400
H -2.238 -0.579 0.059
H -2.100 -2.198 -0.641
H -3.505 0.676 0.149
H 1.932 1.234 1.188
H -0.312 1.475 -1.284
```

Values from the calculation:
- 2S+1 = 1
- charge = 0
- HOMO-LUMO gap (eV) = 4.24

These are the Löwdin partial charges, in e, on atoms 1 to 4: -0.1889, -0.1190, 0.0652, -0.0176

*Q*
A 3-piece molecular cluster, C3H11NO4 overall. Source: the Open Molecules 2025 dataset; level of theory: ωB97M-V/def2-TZVPD.

XYZ file:
```
19
Properties=species:S:1:pos:R:3
O 0.017 3.199 0.417
O -1.525 -0.801 1.399
O 0.120 -0.896 -2.454
O 1.194 -1.852 1.776
N 0.935 0.577 -0.152
C -0.604 -1.062 -1.237
C -0.454 0.241 -0.481
C -1.223 0.216 0.828
H 0.231 -1.741 1.920
H 1.467 0.501 -1.003
H -0.221 -1.910 -0.665
H 0.613 2.435 0.275
H 0.587 3.956 0.497
H -0.875 1.057 -1.074
H 1.561 -2.056 2.643
H -0.021 -1.679 -2.997
H -1.460 1.205 1.252
H 1.314 -0.115 0.496
H -1.657 -1.275 -1.442
```

Values from the calculation:
- 2S+1 = 1
- charge = 0
- HOMO-LUMO gap (eV) = 10.70

These are the Löwdin partial charges, in e, on atoms 1 to 4: -0.0843, 0.0508, -0.0611, -0.0634

*R*
C3H11NO4 as an isolated structure. Source: the Open Molecules 2025 dataset; level of theory: ωB97M-V/def2-TZVPD.

XYZ file:
```
19
Properties=species:S:1:pos:R:3
O -1.277 1.748 1.042
O -0.087 1.322 -0.800
O 2.163 0.227 -1.094
O -0.595 -1.271 -2.237
N 0.811 -1.089 0.225
C 0.038 -0.229 1.142
C -0.481 1.080 0.418
C -1.052 -0.943 1.904
H 2.749 0.971 -0.956
H -0.294 -0.363 -2.281
H -0.774 -1.032 2.953
H 1.184 0.738 -0.864
H -1.985 -0.386 1.916
H -1.553 -1.217 -2.244
H 1.753 -0.529 -0.237
H 0.750 0.159 1.860
H 1.010 -2.014 0.593
H -1.196 -2.005 1.700
H 0.233 -1.357 -0.599
```

Values from the calculation:
- 2S+1 = 1
- charge = 0
- HOMO-LUMO gap (eV) = 9.90

These are the Löwdin partial charges, in e, on atoms 1 to 4: 0.0569, -0.0502, -0.0474, -0.0377

What should be chosen as the least stable of them? Choose *P*.

*P*
A 2-piece molecular cluster, C4H9N3O3 overall. Source: the Open Molecules 2025 dataset; level of theory: ωB97M-V/def2-TZVPD.

XYZ file:
```
19
Properties=species:S:1:pos:R:3
O 0.263 1.613 -0.721
O 2.612 1.041 0.090
O -3.423 0.828 1.019
N 2.543 -1.163 -0.419
N -2.711 -0.159 -1.158
N -0.301 -0.445 1.463
C -0.419 -0.598 0.028
C 0.566 0.249 -0.822
C 2.016 0.062 -0.348
C -1.825 -0.308 -0.375
H 3.516 -1.297 -0.179
H -0.371 0.529 1.750
H 1.083 2.043 -0.417
H -3.743 0.747 -0.088
H 2.053 -1.943 -0.834
H -0.259 -1.657 -0.224
H -2.667 1.370 1.302
H 0.496 -0.077 -1.873
H 0.570 -0.836 1.807
```

Values from the calculation:
- 2S+1 = 1
- charge = 0
- HOMO-LUMO gap (eV) = 9.94

These are the Löwdin partial charges, in e, on atoms 1 to 4: -0.0025, 0.0641, -0.2122, 0.1924

*Q*
A 2-piece molecular cluster, C4H9N3O3 overall. Source: the Open Molecules 2025 dataset; level of theory: ωB97M-V/def2-TZVPD.

XYZ file:
```
19
Properties=species:S:1:pos:R:3
O 1.587 -0.363 0.723
O -0.636 3.436 -0.627
O 0.830 -4.193 -1.193
N 2.121 -2.335 -1.392
N 3.065 -4.442 -1.465
N -1.627 0.509 -0.125
C -0.620 -0.066 -0.137
C 0.565 -0.965 -0.020
C 1.951 -3.684 -1.343
C 1.011 -1.420 -1.423
H 2.959 -5.445 -1.471
H 3.055 -1.958 -1.470
H 2.000 0.347 0.219
H 3.970 -4.057 -1.692
H 0.145 2.992 -0.247
H 0.159 -1.893 -1.928
H -1.413 2.875 -0.409
H 0.244 -1.849 0.553
H 1.306 -0.540 -2.012
```

Values from the calculation:
- 2S+1 = 1
- charge = 0
- HOMO-LUMO gap (eV) = 10.38

These are the Löwdin partial charges, in e, on atoms 1 to 4: -0.0020, -0.0968, 0.0235, 0.0573

What should be chosen as the least stable of them? Choose *P*.